DFT (wB97M-V/def2-TZVPD) results for C25H26BrF4N4PPbSSe2 as an isolated structure.

Each line ends with the Löwdin charge.
Element x y z (Å)
1 H 2.75016 -2.38595 -4.04747  0.0956
2 C 1.77109 3.50131 -2.48746  -0.3916
3 H -0.47933 3.54338 1.00709  0.1035
4 H 3.34967 3.38035 3.38751  -0.0058
5 C -3.52933 -1.63187 4.44322  -0.2542
6 C -2.12287 4.19900 -0.19669  -0.0507
7 C -3.39146 1.84101 0.55943  -0.0929
8 Pb 0.35848 -0.91269 0.97792  0.8660
9 C -0.29047 1.90826 3.37184  -0.3663
10 C -4.50604 0.53935 4.68471  -0.1180
11 C -4.49982 -0.80808 5.00070  -0.1154
12 H -0.24566 4.72536 5.24781  0.1214
13 C 1.49763 1.83213 4.98960  -0.0665
14 H 2.25291 4.25757 -3.10114  0.0329
15 F -5.39569 -1.30439 5.82148  0.1905
16 H 1.78603 -2.74200 -5.48539  0.1029
17 Se 3.20641 2.62278 1.01864  0.8282
18 F -3.52467 -2.91678 4.75735  0.1137
19 H 1.51036 3.90386 -1.51258  0.0046
20 C -3.39959 3.91129 -0.65891  -0.0438
21 H 4.87283 2.58971 2.93368  0.0335
22 C -1.47754 3.31794 0.65761  -0.0882
23 S -1.61946 -1.52936 -0.69913  0.5425
24 H -3.88685 0.91871 0.84058  0.1125
25 H 1.09476 0.25902 3.61507  0.0639
26 F -5.40601 1.34009 5.21685  0.1789
27 H -2.13782 -3.34074 -3.03788  0.1778
28 N 0.42092 -1.65820 -2.57336  -0.0812
29 H -5.01415 2.49632 -0.67015  0.1190
30 C 0.63457 -2.28329 -3.79437  -0.2893
31 H -1.62955 5.11465 -0.49431  0.1173
32 C 1.12240 3.08416 5.45570  -0.0476
33 H 2.21987 -1.08062 -1.97757  0.0971
34 H -1.49737 3.69690 3.40386  0.1083
35 H 4.32656 3.97311 -1.67748  0.0728
36 P -1.29922 1.01122 2.17005  0.9521
37 H 4.53720 4.26535 2.41099  0.0316
38 C -0.65915 3.17105 3.83972  -0.0719
39 C -2.59589 -1.10358 3.57247  -0.5249
40 C -4.02700 2.72685 -0.29391  -0.0471
41 C 4.53230 2.91206 -1.55016  -0.5392
42 C -2.12524 2.14976 1.05550  -0.3861
43 H 5.25786 1.56990 -0.01439  0.0663
44 C 0.79374 1.24784 3.94836  -0.1204
45 N -1.24860 -2.86275 -3.03761  0.0638
46 C -2.58111 0.24517 3.22178  -0.2901
47 H -3.90989 4.61284 -1.30471  0.1191
48 C -3.55144 1.04503 3.81480  -0.2002
49 C 4.81370 2.55990 -0.10039  -0.5562
50 H 1.18134 0.16442 -2.22258  0.0198
51 N -0.38694 -3.02674 -4.08130  0.1664
52 C 0.04959 3.75253 4.87873  -0.0370
53 C -0.78899 -2.03941 -2.10549  -0.7115
54 H 5.50917 3.28443 0.32299  0.0734
55 C 1.85768 -2.10468 -4.60829  0.0233
56 H 0.88013 3.14787 -3.00264  0.0197
57 N 1.25272 -0.78779 -1.86877  0.0383
58 H 1.66935 3.54295 6.26827  0.1216
59 C 4.10535 3.28844 2.61159  -0.3955
60 F -3.58419 2.35384 3.58203  0.1264
61 H 2.33019 1.30905 5.43913  0.1207
62 Se 2.97407 1.98547 -2.28410  0.8760
63 H 1.96277 -1.06753 -4.92954  0.0980
64 Br -1.33728 -2.37318 2.92080  0.8250
65 H 5.37701 2.64131 -2.18078  0.0674

Output
Max |F| (eV/A): 0.4
HOMO level (eV): -12.99
Relative energy (zero: lowest compared OMol25 entry of this formula, charge and spin) (kcal per mole): 21.88
Net charge: +2
Gap between HOMO and LUMO (eV): 6.62
Calculated total energy (a.u.): -9895.45910

=====

DFT (wB97M-V/def2-TZVPD) results for an isolated ion of composition C4H6NO5P and charge -2 in a non-equilibrium geometry.

Each line ends with the Löwdin charge.
Element x y z (Å)
1 C 1.34050 -0.09766 -1.02172  -0.6933
2 O -2.68865 1.69625 -0.85921  -0.0040
3 H 2.08379 -1.66070 0.29123  0.0425
4 H -1.85322 2.03140 1.81233  0.0690
5 H -0.42460 1.08147 1.35182  0.0333
6 C -2.03006 1.04865 -0.05779  -0.6761
7 O -2.20921 -0.22997 0.11019  -0.1279
8 O 1.77930 0.85639 -1.69751  -0.1255
9 N 0.10852 -0.20301 -0.63673  -0.0365
10 P -0.71940 -1.23645 0.32760  0.2638
11 C -1.18501 1.76158 0.98869  -0.0411
12 O -1.12328 -2.54824 -0.25508  -0.4025
13 H 2.32918 -1.97607 -1.43656  0.0540
14 H -0.74342 2.65897 0.56661  0.0677
15 O -0.39019 -1.18050 1.79339  -0.4079
16 C 2.35796 -1.21079 -0.65971  -0.0589
17 H 3.36779 -0.79134 -0.61754  0.0436

Output
Max |F| (eV/A): 1.4
HOMO level (eV): -0.69
Relative energy (zero: lowest compared OMol25 entry of this formula, charge and spin) (kcal per mole): 0.00
Net charge: -2
Gap between HOMO and LUMO (eV): 7.32
Calculated total energy (a.u.): -928.47230
SMILES: CC(=O)O[P@](=O)([O-])/N=C(\C)[O-]

=====

DFT (wB97M-V/def2-TZVPD) results for C75H78AsBN11O3SbTi as an isolated structure in a non-equilibrium geometry.

Each line ends with the Löwdin charge.
Element x y z (Å)
1 H 3.64249 1.44093 3.02505  0.0711
2 Ti -1.49244 1.56377 -0.13221  0.9862
3 C -4.62624 0.49659 -0.81287  -0.1426
4 Sb 2.90274 -0.96461 1.33909  1.6445
5 C 1.96217 1.03944 -1.81756  -0.0405
6 H 2.09034 -2.13399 -5.72297  0.1167
7 H 5.64762 -3.26001 -2.72892  0.1038
8 H 7.40144 0.16617 -0.85198  0.0975
9 C 1.27075 -3.52677 1.26505  -0.1607
10 H 1.42505 -4.75118 4.88663  0.1072
11 H 1.66959 0.05362 -4.52079  0.0827
12 N -1.28548 0.26758 -1.83358  -0.3228
13 H -1.19220 6.82044 1.80819  0.1213
14 H 0.09409 0.19106 -3.74188  0.0167
15 H -2.06041 -1.64225 3.84778  0.1117
16 H 0.08685 -5.47625 -1.47586  0.0807
17 C 4.55679 -2.47104 -1.06300  -0.2975
18 H -2.51648 -4.36416 0.27613  0.0741
19 H -0.95408 3.77943 -4.70755  0.1031
20 C 6.35118 -1.00754 4.20885  -0.0615
21 H 2.85483 3.97993 1.72254  0.1254
22 C 5.56019 -0.55594 -0.01173  -0.1571
23 C -1.81132 0.98548 -2.93069  -0.4040
24 H 1.86784 -5.55589 -6.23756  0.0760
25 N 1.05435 3.39543 0.76078  0.0304
26 C 2.05823 -2.81276 2.17478  -0.3058
27 H 7.47161 -1.59978 -2.60460  0.0952
28 C 2.05385 6.25475 3.89590  -0.3636
29 C 0.61953 -4.70255 1.61325  -0.0906
30 H 0.25342 -0.13063 7.13202  0.1011
31 C 1.66148 -3.99658 -4.76677  -0.2843
32 C 0.54169 0.51326 3.82123  -0.2673
33 C 0.66974 -0.38182 -4.45057  -0.0616
34 C -2.77289 5.42104 -2.40196  -0.0383
35 C 6.65681 -1.56582 -1.88980  -0.0988
36 C -0.98880 -0.15529 1.91790  -0.4136
37 H -3.89924 -3.46687 0.88990  0.0787
38 H -2.37826 -2.63531 0.57386  0.0119
39 N -1.26048 4.65585 -0.61068  0.1253
40 C 4.41116 0.74831 3.35036  -0.1386
41 H -4.48498 1.98482 1.45024  0.0677
42 H -0.35633 2.54260 -2.66844  0.0903
43 C 5.62977 -2.49570 -1.95636  -0.0585
44 O -3.08839 2.28405 -0.82270  -0.1781
45 H 1.23256 0.24569 -1.69210  0.0395
46 C -4.45545 -3.17338 -3.81318  -0.0224
47 N 0.90925 5.31134 2.34604  -0.0212
48 H 2.81213 -1.44045 4.47450  0.0515
49 O 1.33093 1.25855 3.01649  -0.0203
50 H 1.50736 6.48383 0.67691  0.1333
51 C -2.11363 5.55920 -1.06717  -0.3465
52 H -4.85172 3.54102 -2.27709  0.1020
53 H -5.32277 -4.24393 -0.75218  0.1166
54 C 2.74595 -2.50798 4.65572  -0.0479
55 C -0.52509 -0.26856 3.33333  -0.0672
56 H 1.77695 1.52292 -2.77650  0.0712
57 H 1.02788 -5.65138 -3.56367  0.1185
58 H 3.63722 -4.12016 -2.07952  0.0735
59 H -0.55875 4.16058 4.37281  0.0961
60 C -5.82252 -0.04650 -1.27986  -0.0406
61 H 5.55124 0.21838 0.74856  0.0829
62 C 5.43579 -1.44263 3.25185  -0.3090
63 C -5.25673 -3.72345 -2.82586  -0.2799
64 C -3.20678 -2.60991 -3.53835  -0.2630
65 H -3.00301 3.01010 4.90047  0.1011
66 H -6.96592 2.57154 -3.07395  0.0999
67 O -0.30054 0.50808 1.02057  -0.2309
68 N 0.71596 2.54555 -0.26295  0.0594
69 C -2.40556 -2.18753 -4.75154  -0.0510
70 C 4.52663 -1.50349 -0.05214  -0.3180
71 N -0.81857 5.12459 0.57862  -0.0133
72 H 2.99805 -4.21090 -6.44257  0.0694
73 C 2.38946 3.39460 0.94207  -0.0719
74 H 2.17013 -2.65309 5.57146  0.0783
75 H 2.96373 0.59972 -1.83451  0.0795
76 C -2.85055 2.49806 2.73898  -0.3141
77 H -0.64282 -3.98953 -0.85335  0.0015
78 H 5.31722 2.18434 4.67003  0.0974
79 C 3.45654 -3.47234 -1.22418  -0.0484
80 C -3.82837 -0.26008 0.14057  -0.1017
81 C 1.59594 6.30746 1.74067  -0.1049
82 H 3.00855 7.78810 2.56190  0.0933
83 C 0.80340 0.56161 5.19470  -0.0201
84 C -1.23297 3.62050 3.73132  -0.0635
85 H -4.26403 -1.12923 0.62583  0.1306
86 N -1.91712 2.72675 1.81257  0.0652
87 H 7.04862 0.58957 5.46443  0.0949
88 H -7.40514 -3.57867 -2.83715  0.0762
89 C 6.31747 0.28304 4.72566  -0.0932
90 H -4.90528 2.24168 3.14896  0.0823
91 H -6.79754 -5.21767 -2.60296  0.0736
92 H 1.80188 6.44679 6.01644  0.0707
93 H 3.25223 -5.40208 -5.15936  0.0737
94 C 0.70919 -5.16788 2.91405  -0.0886
95 H 6.13050 -2.81382 1.74877  0.0793
96 C 2.49293 -4.83512 -5.70492  -0.0561
97 H -7.57630 0.23208 -2.48289  0.0909
98 H 1.13526 -3.13992 0.26376  0.0499
99 C -0.97673 -1.00113 5.59320  -0.0934
100 H 1.60959 1.20024 5.53987  0.1215
101 C -1.25688 -1.03145 4.24180  -0.0258
102 C 4.42938 -0.54881 2.82909  -0.3511
103 H 0.20950 -6.08409 3.20678  0.0978
104 B 0.05836 4.29297 1.55216  -0.6195
105 C 2.94891 2.54055 0.02533  -0.0363
106 H 3.99551 2.31201 -0.12039  0.1005
107 H -4.09073 0.75234 2.66012  0.0746
108 C -2.93585 0.64480 -3.68737  -0.0688
109 H 0.04618 -5.24574 0.87628  0.0797
110 H 6.17084 -3.46356 3.39291  0.0780
111 C -2.58049 2.47479 -5.22736  -0.1119
112 C 6.61753 -0.58132 -0.91416  -0.0970
113 C 2.34299 6.94740 2.69716  -0.0317
114 C 1.55220 -2.62721 -4.91545  -0.0247
115 C 0.04915 -2.42841 -3.01696  -0.2727
116 C 5.59553 -2.84177 2.70202  -0.0528
117 N 1.19575 5.27366 3.67589  0.1179
118 C -3.51536 -3.19029 -1.21348  -0.3023
119 C -3.30711 1.36922 -4.81427  -0.0877
120 N -0.92143 3.43737 2.43263  0.0395
121 C 5.34967 1.17117 4.28633  -0.0906
122 H 0.19912 -0.27624 -5.43446  0.0960
123 C -3.04499 -3.40742 0.20950  -0.0939
124 C -4.74712 -3.75685 -1.53826  -0.0406
125 H -4.19530 1.06734 -5.36338  0.1028
126 C -5.12721 2.52968 -2.00193  -0.0030
127 C -1.40718 6.30563 0.88163  -0.0854
128 H -2.30200 6.07642 -3.13886  0.0765
129 H 4.63470 -3.32360 2.51669  0.0589
130 H 3.35658 5.77262 5.53418  0.0698
131 C 2.07599 -3.24467 3.51714  -0.2869
132 C -0.50527 -4.59732 -1.74215  -0.0833
133 C 0.95964 -4.57583 -3.71946  -0.0415
134 C 0.75756 -1.84078 -4.07606  -0.2743
135 H -3.53760 -0.19510 -3.37562  0.0961
136 H 3.35056 -4.09233 -0.33167  0.0792
137 C -1.15546 2.17821 -3.30379  -0.0760
138 H -1.72912 -1.36907 -4.54922  0.0372
139 C -4.15742 1.82640 2.47363  -0.0108
140 H -6.07465 -1.06099 -0.97723  0.1091
141 C -2.24567 6.63068 -0.15578  -0.0316
142 H -3.82724 5.70066 -2.33638  0.0722
143 H -2.87410 7.50507 -0.25383  0.0919
144 H 2.50728 -2.96471 -1.39761  0.0645
145 H -3.07379 -1.87899 -5.55794  0.0829
146 C -6.62249 -4.28235 -3.13837  -0.0542
147 H 3.04921 7.49971 5.32332  0.0672
148 C -1.50975 2.88553 -4.44137  -0.1087
149 H -2.69134 4.39544 -2.75581  0.0408
150 C -2.45138 3.03132 3.97142  -0.0165
151 N -2.14984 -0.63180 1.61460  0.0945
152 H -1.55931 -1.59606 6.28624  0.0944
153 C -4.23809 1.78784 -1.21663  -0.3381
154 H -1.49466 -4.93600 -2.06191  0.0911
155 H -4.80348 -3.17892 -4.84385  0.1127
156 C 2.59477 6.51077 5.27030  -0.0460
157 H 3.76062 -2.87698 4.83081  0.0802
158 C -6.30699 1.98001 -2.44776  -0.0846
159 C 0.04588 -0.18223 6.06876  -0.0922
160 As -1.08449 -1.54483 -1.57424  1.3695
161 H 0.90153 1.24908 2.13126  0.0488
162 C -2.74542 -2.53868 -2.20407  -0.2481
163 C -6.65963 0.67085 -2.10962  -0.0978
164 H -2.84937 3.01753 -6.12712  0.0892
165 H -6.73598 -4.46716 -4.20780  0.0706
166 C 1.40456 -4.42426 3.85097  -0.0642
167 H 7.10937 -1.70073 4.55970  0.1039
168 C 0.18181 -3.82619 -2.84730  -0.2928
169 C 1.86463 2.02559 -0.70386  -0.3485
170 H -1.80881 -3.03538 -5.10493  0.0943
171 N -2.69651 0.10852 0.55746  -0.1110

Output
Max |F| (eV/A): 2.6
HOMO level (alpha / beta) (eV): -4.53 / -5.03
Net charge: -1
Gap between HOMO and LUMO (alpha / beta) (eV): 6.87 / 7.31
Calculated total energy (a.u.): -7083.48852
Multiplicity: 2